No. 1
{"formula": "C32H43CeCl2O2P3", "method": "ωB97M-V with the def2-TZVPD basis set", "species": ["H", "H", "C", "C", "C", "H", "H", "H", "C", "C", "C", "H", "C", "H", "H", "C", "H", "H", "H", "H", "O", "H", "H", "H", "C", "P", "C", "O", "C", "H", "H", "H", "H", "C", "C", "H", "H", "C", "C", "H", "Cl", "H", "C", "C", "H", "H", "C", "H", "C", "C", "H", "C", "H", "C", "C", "H", "C", "C", "H", "H", "H", "H", "H", "H", "C", "C", "C", "C", "P", "P", "H", "Cl", "C", "C", "H", "H", "C", "H", "H", "H", "H", "H", "Ce"], "coordinates": [[-1.1812, -0.4758, -9.6157], [-0.2480, -3.9589, 0.2368], [2.7174, -2.2494, -1.4254], [0.3543, 3.0860, -6.5021], [5.0146, 2.9382, -6.4232], [-2.3973, -1.2912, 0.2575], [-0.6085, -2.7972, -8.9278], [0.6821, -3.1349, -6.8174], [-1.1522, 5.1508, -7.7274], [0.8088, -1.0510, -6.3536], [0.8518, 0.9820, -3.7344], [-1.3409, 2.8887, -5.1631], [5.4160, 2.3197, -7.6108], [3.2089, -3.2326, -1.4233], [1.7878, 1.4273, -3.1339], [0.4933, 0.2622, -6.7400], [-3.8109, -3.5089, -0.5785], [0.9763, 2.6087, 3.0441], [2.9362, -1.8920, 1.6378], [-0.0705, -3.6336, -1.5034], [-0.6164, 2.5368, 0.8008], [-0.5069, 1.4603, -8.2592], [5.6799, 3.6314, -5.9294], [-1.8721, 0.7032, -4.5830], [-0.9314, 3.4176, -6.0318], [-3.9228, -1.7519, -2.2016], [-5.0935, -0.4333, -2.5965], [-2.3462, 0.3594, -3.8015], [-0.2390, 0.4562, -7.9271], [-3.2608, -2.2996, -4.4677], [1.8916, 3.6293, -7.9556], [2.6162, 0.4519, -8.1875], [4.8189, 0.9536, -9.1514], [-4.4841, -2.6782, -0.7752], [3.2773, 1.1599, -7.6795], [3.4728, 3.1784, -4.9324], [-4.6365, 0.2243, -3.3392], [0.1249, 4.8424, -8.1745], [2.2737, -2.7155, 1.3565], [1.1748, -4.6170, -0.6514], [2.6479, 0.9050, 0.4397], [1.5354, -2.8685, 2.1483], [-3.7096, -2.8519, -3.6322], [0.4130, -2.1337, -7.1340], [-1.7409, 5.9336, -8.2034], [-4.4972, -2.0201, 0.0861], [-0.5709, 3.3937, 1.7262], [-0.9440, 5.2921, 2.4694], [-0.6282, -0.6446, -8.7009], [-1.8442, -0.7821, -0.6057], [-1.9946, 4.8364, 1.1145], [-0.0857, 2.9451, 3.0899], [-6.0376, -0.8292, -2.9804], [-0.0086, 0.3489, -2.9247], [0.4747, -3.7733, -0.5647], [-0.1622, 3.7800, 3.8089], [3.7675, 2.6831, -5.8657], [0.8818, 3.8328, -7.5806], [0.5480, 5.3942, -9.0049], [-2.6658, 4.6363, -6.2902], [-5.4846, -3.0842, -0.9161], [2.8521, -3.6342, 1.1796], [-5.2879, 0.1325, -1.6811], [6.3916, 2.5311, -8.0488], [-0.9803, 4.7823, 1.5114], [-1.4122, -0.4466, -3.0619], [4.5345, 1.4388, -8.2263], [-1.6717, 4.4242, -6.6532], [1.1806, 1.6129, -5.7183], [1.3715, -2.2268, -0.1755], [-3.0500, -3.6819, -3.3444], [-0.6643, -0.8303, 2.4215], [2.8705, 1.7936, -6.4806], [-2.2603, -0.9417, -1.8671], [-0.6955, 2.0903, 3.4618], [3.4284, -1.4544, -1.1802], [-0.3092, -1.9429, -8.3138], [-0.3193, 5.2949, 0.8165], [-4.6701, -3.2711, -3.9639], [1.3771, -1.2181, -5.4338], [-1.2722, -1.3951, -3.6658], [2.2753, -2.0410, -2.4037], [0.0646, 0.4110, 0.2518]], "energy_ha": -3814.660753, "de_lowest_ev": 0.000, "e_lumo_ha": [-0.2394, -0.2396], "charge": 2}

No. 2
{"formula": "C32H43GeNO6SV", "method": "ωB97M-V with the def2-TZVPD basis set", "species": ["H", "C", "H", "H", "O", "H", "H", "C", "H", "C", "O", "H", "C", "O", "H", "C", "C", "H", "C", "H", "C", "H", "H", "H", "H", "H", "H", "H", "V", "H", "C", "H", "O", "C", "C", "S", "Ge", "H", "H", "H", "C", "H", "H", "H", "C", "C", "H", "H", "C", "C", "C", "H", "C", "H", "H", "H", "O", "H", "H", "C", "H", "C", "H", "C", "H", "H", "C", "C", "H", "C", "C", "C", "O", "C", "C", "C", "H", "H", "N", "H", "C", "H", "C", "C", "H"], "coordinates": [[4.6496, 1.9312, 0.2663], [1.4772, 2.3814, -0.2001], [2.2203, 2.2426, 0.5838], [-4.5570, 1.9381, 4.5336], [-0.9320, 1.1709, 0.9154], [-2.0382, -4.2095, -2.8014], [-3.4802, -2.4497, 2.3760], [-3.7681, 1.7667, 3.8126], [-4.8941, 2.6760, -1.5155], [3.4763, -3.9325, 2.4611], [-3.2800, 4.0033, 4.0041], [3.3442, -4.3245, 3.4684], [4.8576, 0.6478, -1.4538], [0.8060, -1.3295, -0.5097], [6.9926, 2.6850, 0.2028], [-2.9989, 2.8912, 3.3970], [-2.5169, -2.2287, 2.8426], [0.7804, -3.0459, 1.4882], [-4.4364, 0.5468, -1.4845], [2.2407, -2.3898, 3.1783], [1.4227, 1.4929, -1.2895], [-3.3353, -3.3318, -1.9793], [-2.6876, -2.0621, 3.9046], [-1.9396, -2.4404, -4.5561], [-6.2955, 1.6068, -1.5205], [2.0587, -5.4323, 1.7963], [3.3911, -1.8663, 2.0926], [-3.5918, -3.9781, -3.5913], [-0.1410, 0.0247, 0.1584], [-5.3612, 1.8213, -2.9867], [1.7829, -2.7589, 1.1556], [-1.8772, -3.0969, 2.7099], [-2.7633, -1.5415, -0.5284], [-0.2723, 2.8849, -2.3117], [2.4162, -3.8877, 0.3163], [-1.9448, -0.6521, -1.3042], [2.9390, 0.2007, -1.5579], [0.5846, 1.1587, -3.2524], [-0.8266, 4.6410, -1.2225], [-2.9398, 0.6390, -3.0611], [6.6390, 1.9768, -0.5305], [-0.7571, -0.7599, -3.3417], [0.7438, 4.2063, 0.6394], [-2.8435, 5.7551, 2.9815], [-3.0038, 0.6975, -1.9753], [-0.2199, 3.7480, -1.2243], [-3.2096, -1.5380, -3.7366], [3.2641, -3.4991, -0.2543], [-3.4735, 0.5102, 3.3704], [-5.2886, 1.7405, -1.9055], [1.7380, -1.5080, 0.3069], [-2.8615, 5.8087, 4.7552], [-2.0305, 2.7025, 2.3808], [4.5381, -3.7512, 2.2994], [7.6918, 0.2210, -3.2290], [-2.5475, 1.6316, -1.6367], [-0.9153, -1.2201, 1.4315], [5.3659, -0.5808, -3.1522], [-1.4810, 5.0516, 3.9067], [0.6510, 3.4983, -0.1721], [3.6340, -5.5520, 1.0094], [5.7190, 0.1246, -2.4116], [2.5956, -1.0308, -2.4362], [7.0376, 0.5655, -2.4416], [-4.8708, -0.3706, -1.8865], [-0.5627, -2.2559, -2.3810], [-2.4360, 0.2767, 2.4404], [-2.3708, -2.2162, -3.5718], [-4.0455, -0.3207, 3.7499], [7.4969, 1.4682, -1.4942], [5.3169, 1.5587, -0.5031], [-2.5608, 5.2133, 3.8899], [2.7394, -0.7483, 0.3555], [-1.9224, -1.0388, 2.1675], [2.8923, -4.8546, 1.3950], [-1.7845, 1.4328, 1.8755], [1.7102, -4.3462, -0.3704], [-1.4858, 3.5422, 1.9759], [2.7244, -2.6258, 2.3051], [8.5320, 1.7791, -1.5020], [-2.8569, -3.5081, -2.9427], [-0.9006, 3.1247, -3.1577], [-1.2759, -1.5284, -2.7693], [0.5460, 1.7648, -2.3519], [-4.4336, 0.4621, -0.3950]], "energy_ha": -5168.974860, "multiplicity": 2, "e_lumo_ha": [-0.5017, -0.4797], "charge": 4}

No. 3
{"formula": "C32H43N12PbS2", "method": "ωB97M-V with the def2-TZVPD basis set", "species": ["H", "C", "H", "H", "H", "C", "C", "H", "C", "H", "N", "H", "H", "C", "C", "C", "S", "N", "H", "H", "H", "Pb", "H", "H", "C", "H", "H", "H", "C", "C", "C", "N", "H", "C", "H", "H", "H", "H", "H", "H", "H", "H", "H", "C", "H", "N", "H", "H", "C", "C", "C", "C", "N", "H", "H", "C", "H", "C", "C", "H", "C", "N", "H", "H", "N", "N", "H", "H", "H", "N", "C", "H", "C", "C", "C", "H", "C", "H", "S", "N", "C", "H", "C", "N", "H", "C", "C", "C", "N", "C"], "coordinates": [[6.8146, 3.7320, 1.4058], [-1.2879, 1.2331, -2.1156], [-5.0447, -2.5963, 4.9953], [3.5142, -0.9332, -2.5584], [-2.6307, 5.9631, 0.2232], [7.0411, 5.2722, -2.1156], [-1.4426, 2.3890, -1.1359], [1.8668, -1.4913, -2.2114], [-2.4880, 4.9124, -0.0204], [-2.4367, 5.2470, 2.5668], [-0.9352, -1.7688, 1.8834], [-0.9036, 0.8149, 2.6959], [-0.9466, 4.1802, 4.0935], [8.0378, 4.8100, 0.0106], [5.7916, 4.0750, -0.4461], [8.1295, 5.3544, -1.2636], [1.9265, -1.0645, 2.4050], [0.9385, -1.5686, 4.7953], [7.0907, 5.7162, -3.1016], [-3.4495, 4.4054, 0.1039], [-4.7306, -3.3747, -2.1079], [0.2977, -0.1675, 0.3094], [-1.7530, 1.5650, -3.0400], [2.5421, -0.0598, -1.3808], [2.3898, -0.1241, -4.7564], [4.4446, 3.5461, 1.0423], [-2.4801, 2.7078, -1.2560], [-2.1825, 4.8612, -1.0597], [0.7209, 0.7177, -3.3780], [-0.3084, 1.6920, 2.9533], [-0.6093, 2.0082, -5.0824], [-0.6181, -1.8436, 3.2041], [-5.2016, -5.0604, 4.8534], [-3.8070, -5.2077, 3.2311], [-0.2911, 1.7555, 4.0397], [2.0259, 1.7599, -5.7751], [0.2746, -1.9930, 5.4214], [-3.5433, -1.3637, 3.4673], [-0.3845, 2.3030, -6.1057], [3.1489, 1.8415, -2.3151], [-3.8695, -6.2863, 3.1689], [1.9042, -1.5153, 5.0642], [9.0373, 5.8476, -1.5832], [-4.4650, -3.1347, 4.2567], [4.7885, 2.4099, -2.2303], [0.0845, 0.7832, -2.2728], [-4.3043, -3.1570, 0.3315], [1.1966, 0.3759, -6.5131], [-1.2153, 3.0506, 1.1124], [0.6298, -1.5221, 3.4777], [-2.8846, -3.1269, 2.4428], [-2.3129, -2.4175, 0.0502], [-1.4710, 4.3963, 0.8904], [2.1335, -1.1738, -4.9433], [-1.8963, 0.3928, -1.7564], [-0.6254, 4.1662, 3.0534], [-2.3986, -5.0472, 1.6178], [-2.7762, -2.6582, -2.6381], [-3.7782, -3.0071, -1.7484], [8.8765, 4.8739, 0.6913], [5.8683, 4.6434, -1.7148], [-1.1713, 2.0626, 0.2692], [0.4485, 4.3794, 3.0093], [-2.9061, -2.7570, -3.7068], [-1.3561, -2.0433, -0.8151], [0.3741, 1.0145, -4.6808], [-0.9560, 6.0805, 2.0511], [-0.5634, 2.9034, -4.4580], [0.7229, 1.5673, 2.6053], [-0.9250, 2.8865, 2.4361], [-3.5471, -2.8845, -0.3899], [-0.7896, 3.2068, -1.4634], [-1.4241, 5.1058, 2.1736], [-3.6294, -2.4410, 3.3958], [-4.5528, -4.5188, 4.1774], [5.0107, 4.6511, -2.3710], [3.6261, 2.7984, -0.5929], [-1.6236, 1.6136, -5.0729], [2.1587, 2.4916, 0.1807], [3.8566, 2.3938, -1.8497], [-1.5905, -2.1650, -2.1202], [3.4526, 0.0136, -4.9465], [2.5029, -0.6035, -2.3253], [2.0474, 0.2669, -3.3931], [-0.7923, -1.8376, -2.7785], [-2.9796, -4.5121, 2.3605], [6.8794, 4.1712, 0.4173], [-1.9983, -2.3825, 1.5061], [4.6278, 3.4318, 0.0570], [1.5160, 0.8122, -5.5682]], "energy_ha": -2891.368210, "e_lumo_ha": -0.0855, "charge": 1}

No. 4
{"formula": "C32H43N3O2P2SY", "method": "ωB97M-V with the def2-TZVPD basis set", "species": ["N", "H", "C", "H", "C", "C", "C", "H", "H", "C", "H", "C", "H", "P", "C", "C", "H", "H", "H", "H", "H", "H", "C", "H", "C", "C", "C", "O", "H", "H", "H", "H", "H", "N", "H", "H", "H", "H", "H", "H", "C", "H", "C", "H", "Y", "C", "C", "H", "H", "H", "O", "H", "C", "H", "H", "H", "C", "C", "C", "C", "H", "C", "H", "C", "C", "S", "H", "C", "H", "N", "C", "C", "C", "H", "H", "H", "C", "H", "H", "H", "C", "P", "C", "C"], "coordinates": [[2.1340, 1.6656, 0.9837], [-4.6894, -5.0498, -0.8301], [-3.4132, -1.9937, 2.6848], [1.2605, 3.4919, 1.5978], [1.1981, -1.1552, 2.8904], [0.1305, -1.6430, 2.1302], [3.5497, 3.6459, -0.8778], [-1.2863, -0.0137, 6.6070], [4.0347, -1.6562, -0.0486], [4.2354, 0.2391, -1.9728], [-2.0848, 2.3318, 6.5368], [-4.3948, -3.0069, 2.6433], [2.9546, 1.0034, 2.7928], [-1.2506, -0.5084, 1.6393], [3.1127, -1.1311, -0.3065], [0.9868, 2.4379, 1.4658], [3.6907, -0.1443, -2.8448], [-2.0836, 3.0897, -4.2124], [0.8318, 0.6210, -4.2855], [3.6306, 3.5296, 0.2004], [3.1268, -1.5253, 3.7490], [0.6595, 2.0450, 2.4294], [-2.4120, -2.7898, -1.9644], [-1.9410, -2.5305, -2.9109], [1.3790, -3.6990, 1.8385], [2.3035, 2.8751, -2.8314], [-2.1783, 2.3844, 4.3916], [-1.5997, 0.6062, -3.3736], [3.5431, 2.5805, 2.2492], [-0.4278, 2.9136, -3.6655], [5.1102, -0.3953, -1.8178], [0.4551, 0.9919, -5.9861], [-3.4204, -4.4867, -2.8695], [2.6176, 2.6854, -1.4271], [-0.5554, -3.3311, 0.9954], [3.1987, 4.6601, -1.0858], [3.2982, -3.8132, 2.8025], [-3.2765, -1.4422, 3.6045], [4.0951, 1.0963, 1.4406], [2.5844, -1.6965, -1.0809], [-1.2760, -0.2292, 4.4749], [1.8171, 3.8417, -2.9821], [-2.8663, -2.4004, 0.3467], [1.6226, 2.1003, -3.1683], [-1.3562, 0.2850, -1.2847], [-3.2840, -3.9067, -1.9623], [-1.1147, 2.6632, -4.4755], [4.5817, 1.2472, -2.1937], [0.1337, 2.3717, 0.7855], [1.4411, -4.6955, 1.4174], [0.9088, 0.7857, -1.1567], [-5.2980, -4.5434, 1.4736], [2.3232, -1.9259, 3.1410], [4.5523, 3.5403, -1.3139], [-0.7585, 3.1224, -5.4036], [-2.5410, 3.4045, 4.3503], [-2.6469, -1.7099, 1.5855], [3.2429, 1.5804, 1.9115], [0.0794, 0.5242, -5.0706], [-3.9840, -4.2253, -0.8373], [-0.9257, -1.2534, 4.5173], [-4.5662, -3.7426, 1.5085], [3.2106, 2.8423, -3.4480], [-2.1694, -2.0135, -0.8483], [-2.3326, 0.8175, -5.6336], [-2.7672, 1.9259, -0.0764], [-3.2804, 1.2506, -5.3109], [-1.5186, 0.3710, 3.2364], [-2.0810, 1.2095, -6.6242], [3.4328, 0.2263, -0.7591], [0.2459, -2.9303, 1.6034], [-1.9798, 1.6857, 3.2063], [-3.8076, -3.4640, 0.3457], [-2.4592, -0.2647, -5.7036], [2.4806, -1.0966, 0.5797], [1.1314, -0.1602, 3.3133], [-1.9261, 1.7837, 5.6153], [-4.9956, -3.2049, 3.5229], [-0.0619, -0.5435, -5.2544], [-2.2055, 2.1289, 2.2356], [-1.4763, 0.4692, 5.6558], [2.1933, 1.3169, -0.6136], [2.4212, -3.2067, 2.6119], [-1.2475, 1.1403, -4.5991]], "energy_ha": -2679.378113, "de_lowest_ev": 0.000, "e_lumo_ha": 0.0828, "charge": -1}

No. 5
{"formula": "C32H44BaN3O2S", "method": "ωB97M-V with the def2-TZVPD basis set", "species": ["H", "C", "C", "C", "H", "C", "C", "H", "H", "H", "C", "O", "C", "H", "C", "C", "H", "C", "C", "C", "H", "H", "N", "H", "H", "C", "C", "H", "Ba", "H", "H", "C", "H", "C", "C", "N", "H", "C", "H", "H", "H", "H", "O", "H", "C", "C", "C", "H", "C", "C", "H", "H", "S", "H", "C", "H", "H", "H", "H", "H", "H", "H", "H", "C", "C", "C", "H", "H", "H", "H", "C", "N", "C", "H", "C", "H", "H", "H", "C", "H", "C", "H", "H"], "coordinates": [[-0.7556, -3.8437, 2.2531], [-2.7979, 0.2403, 3.4654], [2.8437, -3.1035, 0.2839], [2.3517, -1.0279, -0.8143], [0.6635, -6.4586, 0.0491], [-0.5561, 0.7797, 0.4247], [0.9763, -4.5639, 1.1854], [-1.1706, -0.8126, 4.2568], [4.2393, -2.3508, -2.9598], [-0.3330, 4.9973, 1.1750], [1.4914, -3.2231, 0.7173], [-0.4703, 2.5211, -1.1341], [-1.1254, 0.1580, 1.6218], [5.5406, -3.5483, 0.3220], [-3.2627, 4.8970, 1.3772], [-2.5555, 2.0282, 1.7602], [3.6336, -3.8466, 0.5467], [-2.0211, 2.7184, 0.6879], [4.9643, -1.6711, -2.4664], [-2.0919, 0.7769, 2.2569], [-3.3362, 2.1352, 4.6632], [-2.3255, -1.8521, 3.2931], [-0.7204, 2.6065, -6.6926], [5.9812, -1.9095, -2.6969], [5.6696, -1.0996, 0.8264], [1.7930, -5.0161, 2.4148], [-2.6406, 3.3831, -5.6039], [-4.8469, -0.2772, 3.9804], [1.5370, 1.8854, -2.4227], [-2.6889, -1.2892, 4.9996], [-4.0234, 4.1785, 1.6272], [-2.0192, 2.8506, -4.4041], [-0.8702, -5.4843, 1.7072], [-1.9374, 3.2271, -6.7671], [5.5162, -0.8518, -0.2417], [0.4490, 0.2280, -0.2892], [-3.0478, 0.6370, 5.4748], [3.3088, -2.0282, -0.4542], [-0.2064, 2.3349, -7.4683], [5.0721, 0.1679, -0.2951], [-4.3514, -0.9698, 2.4101], [2.8792, -5.0433, 2.2680], [2.6665, -0.0996, -1.5873], [-1.2757, 6.0866, 0.2060], [-2.6928, 1.2335, 4.6162], [4.7494, -1.9516, -0.9812], [-1.0305, 5.0161, 0.3560], [4.8669, -0.5862, -2.6592], [0.6574, -2.0908, 0.5391], [-2.2202, -1.0597, 4.0300], [6.5347, -0.7212, -0.6861], [-2.6897, 5.0759, 2.3312], [1.6054, 2.1586, -5.6426], [1.6700, -4.2465, 3.2102], [1.1324, -5.4822, -0.0124], [-1.6174, 1.4593, 4.8762], [-0.3779, 4.7532, -0.4982], [-1.1086, -4.2340, 0.6936], [-3.9609, 3.9456, -1.0841], [-4.6263, 0.7358, 2.5789], [-2.5305, 2.8755, -3.4508], [-3.6477, 5.8583, 0.9645], [5.0414, -4.0542, -1.3735], [1.0860, -0.9340, -0.1299], [5.4252, -3.2780, -0.7396], [-0.0373, 2.3537, -5.4962], [-3.2437, 2.5113, 2.4163], [-2.3220, 3.5500, -7.7263], [-2.2841, 3.9133, -1.8291], [-0.3418, -2.2285, 0.8687], [-2.9472, 4.3589, -1.0563], [-0.7564, 2.3694, -4.3829], [-4.2272, -0.1126, 3.1088], [-2.9453, 5.3802, -1.2835], [-1.0031, 2.0079, -0.0584], [1.5422, -6.0303, 2.7909], [0.6911, -4.9967, -0.9056], [-0.6676, -0.6867, 2.0313], [-0.4914, -4.5107, 1.5189], [-3.6236, 3.6747, -5.6969], [-2.3282, 4.2323, 0.3101], [2.1493, -5.6261, -0.3728], [6.4232, -3.1002, -1.1315]], "energy_ha": -1984.009828, "de_lowest_ev": 0.728, "e_lumo_ha": [-0.1484, -0.1483], "charge": 1}